1.
# C29H48Cl2N2O3

3 unconnected molecules or ions with the total composition C29H48Cl2N2O3 (wB97M-V/def2-TZVPD, the Open Molecules 2025 dataset).

The spin multiplicity is 1. The HOMO energy comes out at -9.49 eV.

Each line ends with the Mulliken charge.
Geometry (Å):
H (-0.8461, -1.8221, -0.8198)  0.3592
H (-1.3246, -7.3939, -5.7838)  0.3660
H (1.9978, 1.6360, 0.7226)  0.2316
C (-2.7723, -1.0136, -0.2753)  -0.2029
H (-0.9189, -3.1732, -2.8925)  0.1649
O (6.1788, -0.0654, -0.5887)  -0.5676
H (-2.3625, -0.0055, -0.1382)  0.3123
C (4.1159, 1.7195, 1.8195)  -0.3155
C (2.6236, 3.8472, 1.3678)  0.1215
H (-6.7471, -2.1142, -2.1422)  0.4014
Cl (-1.9827, 1.6359, 2.5255)  -0.1414
C (0.2667, 6.4211, 4.0463)  0.2036
H (1.7512, 7.4780, 5.0359)  0.3635
H (-2.6853, 3.9655, 1.4445)  0.3937
C (1.8359, 8.2474, 3.1784)  0.2903
H (-3.5191, -1.1214, 1.7414)  0.3469
C (-1.6482, -2.0220, -0.1011)  -1.1594
H (5.2550, -1.5540, 2.1684)  0.3338
C (2.2858, 6.8751, 2.4019)  -0.0415
C (1.2752, 5.7126, 2.9671)  0.3229
C (3.6418, 5.0305, 0.7818)  -0.4271
C (-3.9156, -1.2147, 0.7221)  -0.5416
C (4.9555, -0.4679, 2.5364)  -0.4162
C (1.4119, 4.1554, 2.4711)  0.5898
H (4.4907, 4.7358, 0.0097)  0.3100
H (3.3885, 2.3929, -0.3203)  0.3491
C (-1.1602, 3.2715, 2.9910)  0.1615
H (7.0282, 2.3800, 1.8598)  0.2342
C (-6.3292, -1.8480, -1.1653)  -1.3441
H (4.1858, 7.4341, 0.9333)  0.3296
H (-7.1457, -1.8414, -0.4374)  0.3056
H (-3.0412, -2.8414, -4.1551)  0.3602
H (-1.0672, -6.1329, -3.7331)  0.3429
C (-5.2564, -2.8492, -0.7648)  0.3512
H (-1.9936, -3.0466, -0.2685)  0.2448
H (6.1918, 1.2598, 3.6244)  0.1734
H (-2.8852, -4.8430, -2.7101)  0.1458
H (-2.5419, -7.0720, -3.6553)  0.3985
H (-2.3933, -3.7219, -5.5250)  0.3067
H (-5.7048, -3.8511, -0.7423)  0.3961
H (7.0365, -0.4213, 3.5171)  0.2451
C (-2.0762, -6.2126, -4.1546)  -0.8623
H (-3.9627, -3.3713, 0.8708)  0.3557
H (3.8966, -0.6010, 3.0703)  0.3097
H (-1.4555, -5.6892, -6.1702)  0.2420
H (-0.8977, 4.4287, 0.9283)  0.2539
O (2.1063, 9.5313, 2.9138)  -0.5116
Cl (0.9215, 2.5321, 4.7946)  -0.1707
H (-1.2241, -1.9612, 0.9064)  0.3148
H (-1.5476, 3.5237, 4.0829)  0.4045
O (-0.8770, 6.0341, 4.6149)  -0.4930
H (-3.1687, -7.0101, -7.3701)  0.3769
C (2.9498, 2.3131, 0.7868)  -0.8678
H (-3.9695, -5.9120, -6.2417)  0.2768
C (-1.9615, -6.5107, -5.6514)  -0.4200
N (4.7547, 0.4359, 1.3403)  0.1741
C (-2.8788, -4.9550, -3.8017)  -0.3384
C (-1.6255, 4.3441, 1.8430)  -1.0546
H (-0.6447, -2.3525, -4.4388)  0.3837
H (8.1880, 1.0002, 1.2590)  0.2677
H (-3.1469, -1.0534, -1.3039)  0.1753
C (6.0233, 0.6630, 0.5496)  0.3500
H (-0.2297, -4.0602, -4.2661)  0.3130
H (-4.4772, -2.8821, -1.5332)  -0.3631
C (0.4475, 2.9682, 3.0566)  -0.3867
C (-4.6486, -2.5565, 0.6093)  -0.9321
H (5.6584, -0.1366, 4.7858)  0.2860
C (7.2637, 1.6592, 0.9436)  -0.7776
C (-3.3059, -6.7794, -6.3080)  -1.1751
C (5.9786, 0.1062, 3.6812)  -0.7006
H (-5.4445, -2.5812, 1.3644)  0.3961
H (4.8600, 2.6047, 1.9994)  0.1388
H (-1.8419, 5.4392, 2.2627)  0.2255
C (-2.3630, -3.6591, -4.4323)  -0.4708
C (-0.9571, -3.2962, -3.9788)  -1.1075
H (-3.9264, -5.0953, -4.0942)  0.3970
H (-5.9273, -0.8342, -1.2434)  0.3027
H (-4.6337, -0.3947, 0.6046)  0.3065
H (-3.8049, -7.6324, -5.8372)  0.2900
H (0.6305, 2.0002, 2.3819)  0.2041
N (1.0072, 7.7222, 4.3305)  -0.4134
H (3.5610, 1.5434, 2.8613)  0.2430
C (3.4719, 6.5776, 1.2975)  -0.5218
H (7.6023, 2.3482, 0.0395)  0.2808



2.
# C26H28N12O5Ru

A molecular structure, C26H28N12O5Ru (wB97M-V/def2-TZVPD, the Open Molecules 2025 dataset).

The calculation puts the relative energy (zero: lowest compared OMol25 entry of this formula, charge and spin) at 1.4187 eV. The spin multiplicity is 2. Its expectation value of S² is 0.79. The HOMO energy (spin up / spin down) comes out at -5.02 / -5.04 eV. The charge is -1.

Each line ends with the Löwdin spin population.
Geometry (Å):
H (2.3628, 0.3262, -3.8933)  -0.0007
H (-2.7417, -0.2269, -4.9387)  0.0017
C (-3.9365, 4.1017, 1.4664)  0.0001
H (-1.0791, -0.7399, -0.9766)  0.0001
N (1.9063, 2.7293, 3.3728)  0.0000
N (-1.4220, 6.8073, 1.4336)  0.0000
C (-2.0469, 5.5443, 1.3293)  0.0000
N (-2.9930, -1.0510, 1.7347)  0.0000
C (-1.2176, 2.3179, -5.2167)  0.0188
C (-0.5874, 5.2777, 3.8212)  0.0000
N (-2.7067, -0.1064, 0.9067)  0.0001
H (-1.7184, 2.8971, -5.9830)  -0.0063
N (0.6504, 1.8866, 1.8601)  0.0003
O (-1.4786, 8.9341, 2.2358)  0.0000
Ru (-0.4728, 1.7863, 0.1802)  0.0035
N (-1.9777, -1.2515, 2.5929)  0.0000
C (-2.0045, -0.1612, -2.8758)  0.0355
C (0.7953, 1.1837, -4.4045)  0.0189
N (-2.0574, 7.2338, 3.6297)  0.0000
H (0.5832, 1.9762, -6.3902)  0.0192
O (2.0424, 0.8159, -4.7199)  -0.0258
H (-0.3526, -1.4964, -2.4019)  0.0014
N (0.1590, -0.2146, 2.8664)  0.0000
O (1.0193, 0.8079, -0.8445)  0.0142
H (-3.4410, 0.3520, -1.3066)  0.0002
N (-1.4641, 0.3473, 1.1863)  0.0000
C (-2.6885, 5.3168, 4.9747)  0.0000
C (-3.4133, 5.3798, 1.5157)  -0.0001
H (-3.4582, 2.0084, 1.1796)  0.0000
C (-2.0793, -0.7836, -4.2746)  0.0039
H (-2.3054, 7.9565, 4.2860)  0.0000
N (-1.7869, 3.1939, 1.0081)  0.0003
C (-2.4384, 4.0371, 5.4533)  0.0000
C (0.0748, 1.8278, -5.4480)  0.3388
C (-1.0388, 1.9335, 5.5513)  0.0000
C (-1.7668, 5.9394, 4.1465)  0.0000
C (-1.6541, 7.7427, 2.4195)  0.0000
H (-0.0729, 1.8471, 6.0510)  0.0000
H (-1.9321, -2.0269, -1.8158)  0.0008
H (-4.9904, 3.9243, 1.6303)  0.0000
H (0.1470, 5.7577, 3.1865)  0.0000
C (-1.2705, 4.4265, 1.0814)  -0.0001
C (-3.0977, 3.0290, 1.2151)  0.0001
H (-3.6136, 5.8246, 5.2225)  0.0000
H (-4.0409, 6.2387, 1.7143)  0.0000
N (1.3709, 2.9653, 2.2214)  0.0000
H (-0.9292, 7.1711, 0.6345)  0.0000
C (1.1885, 0.5139, -2.0677)  0.0201
H (-1.0180, 1.2513, 4.6996)  0.0000
C (-0.3622, 3.9905, 4.2759)  0.0000
N (1.5519, 1.5052, 3.8162)  0.0000
H (-1.8147, 1.5981, 6.2391)  0.0000
H (-2.3848, 2.1704, -1.6453)  0.0010
C (-1.2293, 1.2191, -2.9611)  0.0504
H (0.5452, 3.4771, 3.9740)  0.0000
H (-3.9781, 0.7942, -2.9636)  0.0006
H (-3.1707, 3.5587, 6.0935)  0.0000
H (-1.0931, -0.8407, -4.7381)  0.0006
C (-3.4302, 0.0656, -2.3593)  0.0055
C (0.2543, 1.0057, -3.1480)  0.1718
O (-1.4406, 1.9870, -1.7260)  0.0265
C (-1.2894, -1.1555, -1.9585)  0.0050
H (0.2536, -0.7370, 3.7215)  0.0000
H (-0.1893, 4.4964, 1.0162)  0.0000
O (2.1925, -0.1252, -2.4530)  0.0281
H (-2.8437, 2.4335, -3.8634)  0.0135
H (-2.4657, -1.8007, -4.1833)  -0.0001
C (-1.8409, 2.0636, -4.0426)  0.2508
C (-1.2868, 3.3449, 5.0952)  0.0000
C (-1.0580, -0.3720, 2.2296)  0.0000
C (0.7808, 1.0246, 2.8566)  0.0001
H (-3.9803, -0.8757, -2.4211)  0.0012



3.
# H80O40

40 unconnected molecules or ions with the total composition H80O40 (wB97M-V/def2-TZVPD, the Open Molecules 2025 dataset).

The calculation puts the relative energy (zero: lowest compared OMol25 entry of this formula, charge and spin) at 8.9751 eV. The spin multiplicity is 1. The HOMO energy comes out at -10.36 eV.

Each line ends with the Mulliken charge.
Geometry (Å):
O (1.7554, 2.6971, 3.2787)  -0.6935
O (-4.9331, 0.9580, 4.1499)  -0.6689
H (3.9011, -0.9730, 2.3424)  0.2083
H (0.2041, -2.3183, -0.2400)  -0.0391
H (1.0011, 1.7297, 4.6003)  0.3994
H (5.3940, 1.3802, -2.7263)  0.2968
H (-1.8355, 0.5900, -3.3633)  0.1532
H (1.6514, 2.9812, -0.0569)  0.0194
O (-2.8022, 1.4087, 0.7992)  -0.4872
H (3.8590, 2.6136, -0.2916)  0.2906
O (0.8768, -2.0318, 0.3508)  0.7092
O (2.6930, -4.6454, -1.9191)  -0.6255
H (2.7178, 0.3439, -1.5511)  -0.0086
O (-1.2700, -0.8974, 3.3536)  -0.2834
H (-1.3719, -1.7756, 3.6422)  0.0715
H (3.1213, 0.7469, 0.9456)  -0.0655
H (3.7562, 0.8887, 5.1276)  0.3305
H (-2.4039, -3.3305, -2.2215)  0.0182
H (1.8269, 4.1715, -4.0743)  0.2806
H (-1.0335, -4.2587, 4.0244)  0.2861
H (0.9070, 2.2724, 5.9774)  0.2521
O (-1.2916, 3.7470, -1.8802)  -0.4853
O (-4.9120, 0.8124, -2.3148)  -0.7587
H (-3.9884, -2.7726, -4.9976)  0.1832
H (-1.4761, -3.9661, 1.0676)  0.2699
O (2.5295, 0.8630, -0.7651)  0.4966
H (-3.6173, -1.8424, -2.3336)  0.2391
H (-1.2584, -0.1217, 3.9283)  0.0979
H (-2.2553, 3.8157, -1.7785)  0.1975
H (3.5464, -1.3966, -0.8891)  0.2114
O (-2.5247, -0.0718, -5.6301)  -0.5964
H (-4.8337, -1.5796, 2.8923)  0.2545
H (0.3306, 2.0658, -2.1040)  0.4694
O (2.3232, 4.4153, -3.2802)  -0.5415
H (1.8487, -2.7070, -3.4749)  0.2136
O (-4.8269, 3.4812, -1.7630)  -0.5493
H (-0.3877, 2.3754, 1.0098)  0.5248
H (-1.5377, 1.7230, 5.4523)  0.2604
O (0.3420, 1.8779, 5.3088)  -0.6081
O (-3.3420, -2.4871, -4.3581)  -0.5976
O (3.8790, -1.5981, -1.7621)  -0.6654
O (5.8781, -0.4740, 0.6740)  -0.6728
H (2.4786, 5.3767, -0.9083)  0.2396
O (-1.8617, -0.9698, 0.0543)  1.2956
O (0.9433, 0.4108, 1.9021)  1.6840
H (-4.2006, 0.6615, 0.8298)  0.3672
O (1.8646, -0.1418, 5.4712)  -0.6010
O (0.7895, 2.6532, -0.3532)  -0.4326
O (0.4694, 1.0463, -2.2685)  -0.7293
H (-5.5232, 2.8325, -1.8659)  0.3071
H (-1.8756, -0.6478, -6.0935)  0.3852
H (0.3812, 0.9238, -1.3099)  -0.0601
O (-2.2297, 0.4693, -2.4909)  -0.2804
H (-2.5401, -0.8910, -0.6497)  -0.1986
O (-0.2386, -3.7324, 3.8699)  -0.5763
O (0.0756, -1.9896, -5.7969)  -0.6193
H (0.9855, -1.8476, -6.0233)  0.2871
H (5.3737, 0.3499, 0.8749)  0.4313
H (1.6548, -0.7357, 4.7400)  0.2219
O (-1.9030, 0.8809, 5.1727)  -0.5619
H (2.6412, -1.5220, -3.8607)  0.2592
H (3.2211, 4.1796, -3.5441)  0.2820
O (6.0889, 1.1109, -2.1285)  -0.5929
H (-5.2133, 1.0337, 3.2383)  0.3191
O (3.3355, 5.7173, -0.6702)  -0.6348
H (-2.6188, 2.0540, 1.4806)  0.3482
H (1.5046, -3.9422, 0.9956)  0.2067
H (3.8812, 1.1207, 2.4878)  0.2906
O (0.6731, -4.3600, 1.2124)  -0.6480
H (-2.1234, -1.6263, 0.7047)  -0.4808
H (-5.2537, 0.3481, -1.5292)  0.3678
O (-5.1873, 0.5393, 0.6441)  -0.7998
H (1.2443, -0.3851, 6.1644)  0.2798
H (-2.3461, -5.0328, 0.1851)  0.2516
H (5.2660, 3.0457, -0.8825)  0.1972
H (1.4431, 3.6059, 3.3504)  0.2812
H (-4.8038, 4.3336, -2.0818)  0.2528
H (-3.0808, -4.7025, -1.9885)  0.2797
O (4.4646, 3.3478, -0.4446)  -0.6115
H (3.1161, 1.3542, 3.8634)  0.3826
O (-2.5307, -4.2762, -2.6391)  -0.6652
H (-1.7045, 0.8285, -1.7807)  0.1657
H (4.0991, -2.3238, 1.4787)  0.2378
H (0.2591, -4.2674, 3.2317)  0.2827
H (1.8498, -4.5288, -1.5976)  0.2797
H (-2.2686, 0.6294, 0.6362)  0.1714
H (-4.0346, 0.9482, -1.9316)  0.3449
H (-1.0323, 4.5780, -2.2715)  0.2302
H (0.2351, 3.4100, -0.6111)  0.1512
H (2.8597, -4.7083, -2.8563)  0.3007
O (1.9260, -2.0652, -4.1826)  -0.5185
O (-3.9903, -2.1472, -1.4947)  -0.4678
H (-3.9667, 0.9675, 4.1604)  0.3380
O (3.6024, -1.5885, 1.6766)  -0.3711
H (1.4916, -0.2889, 1.5462)  -0.3886
H (-2.1972, 0.4565, 5.9837)  0.2105
H (3.9734, -2.5528, -1.8900)  0.2623
H (0.0764, 0.0525, 2.1602)  -0.4426
H (0.9656, -1.0885, 0.4282)  -0.4070
H (-2.6783, -0.8185, -5.0101)  0.1914
H (-0.8146, 1.8339, 2.3633)  0.2768
H (0.3288, -4.9185, 0.5114)  0.2831
O (-2.1615, -4.1438, 0.4260)  -0.5537
H (-1.2296, -1.6190, -1.9046)  0.1458
H (-3.0645, -3.1063, -3.6554)  0.5881
H (1.4376, 2.3974, 2.4183)  -0.0148
H (1.9516, 1.5017, -1.1398)  0.2465
H (-5.4864, 1.4000, 0.3386)  0.3388
H (-3.4340, -1.7038, 2.2326)  0.1810
H (-4.9262, -2.3142, -1.6183)  0.2160
O (-1.1984, -2.1345, -2.7308)  0.0287
H (5.4490, -0.5977, -0.1806)  0.2019
O (-0.9363, 2.5875, 1.7785)  -0.7767
H (6.0638, 0.1604, -2.0363)  0.2937
H (-0.8566, -1.4484, -3.3140)  -0.0044
O (-3.9032, -1.3847, 3.0035)  -0.4926
O (3.7403, 1.1815, 1.5404)  -0.6516
O (3.9730, 1.3391, 4.2992)  -0.6558
H (3.9081, 5.0772, -0.2141)  0.3501
H (-0.0798, -1.9470, -4.8676)  0.3154